Entry 1:
88
Properties=species:S:1:pos:R:3:lowdin_charge:R:1 method="wB97M-V/def2-TZVPD" e_tot_ev=-77869.002 smiles="C=Cc1c(I)c(F)c(CC=O)c2c1C(=O)N([C@H](C)CCC)C2=O.O=C1C=CC(=O)C=C1.O=C1C=CC(=O)C=C1.O=C1C=CC(=O)C=C1.O=C1C=CC(=O)C=C1"
C 3.2963 2.2486 0.4397 0.003
C 1.8922 2.1448 0.7302 -0.145
C 1.3917 0.8077 1.4199 -0.112
C 1.7844 0.4551 2.9055 -0.451
I 3.0619 1.7681 4.1208 0.930
C 1.2574 -0.8805 3.5478 -0.150
F 1.6197 -1.1216 4.8957 -0.044
C 0.3728 -1.8949 2.7609 -0.035
C -0.1994 -3.2645 3.3411 -0.087
C 0.7154 -3.9619 4.4432 -0.191
O 0.2757 -4.7304 5.3464 -0.007
C 0.0047 -1.5001 1.3170 0.032
C 0.4934 -0.1825 0.6501 0.016
C -0.1269 -0.1596 -0.8138 -0.268
O 0.2097 0.4576 -1.8506 0.076
N -1.2583 -1.1259 -0.7101 0.012
C -2.6304 -0.5423 -0.6118 -0.261
C -2.7402 0.6183 0.5283 -0.050
C -3.8177 -1.6221 -0.5104 -0.139
C -4.8001 -1.4350 0.7499 -0.247
C -4.1618 -1.9205 2.1591 -0.118
C -0.8896 -2.2059 0.2038 -0.289
O -1.1350 -3.4341 0.1629 0.073
H 3.7204 2.4239 -0.6075 0.077
H 4.0137 2.0919 1.3108 0.020
H 1.1161 2.9497 0.5216 0.106
H -1.2867 -3.0963 3.6569 0.131
H -0.2462 -3.9996 2.4473 0.133
H 1.8355 -3.7367 4.4698 0.127
H -2.8038 0.0267 -1.6034 0.133
H -2.5271 0.2194 1.5794 0.072
H -1.9857 1.4713 0.3460 0.085
H -3.7761 1.1290 0.4954 0.093
H -4.4910 -1.5012 -1.4539 0.096
H -3.4822 -2.7118 -0.5088 0.113
H -5.6914 -2.1504 0.5601 0.107
H -5.2782 -0.3883 0.8132 0.102
H -3.9270 -0.9506 2.7473 0.067
H -4.9468 -2.4713 2.7984 0.079
H -3.1879 -2.5018 2.0483 0.057
C 4.8270 -1.6040 4.8145 -0.002
C 5.7747 -2.0113 5.6603 0.030
C 6.9001 -2.8544 5.2039 -0.387
O 7.7633 -3.2275 5.9754 0.108
C 6.9358 -3.2276 3.7738 0.023
C 5.9889 -2.8209 2.9277 0.025
C 4.8634 -1.9777 3.3838 -0.377
O 4.0007 -1.6052 2.6108 0.084
H 3.9955 -0.9863 5.1332 0.057
H 5.7641 -1.7466 6.7104 0.125
H 7.7673 -3.8447 3.4568 0.123
H 5.9998 -3.0859 1.8776 0.123
C -6.6716 -0.7815 -3.9887 0.024
C -7.3480 -1.3332 -4.9966 0.023
C -6.6514 -1.8628 -6.1888 -0.387
O -7.2685 -2.3644 -7.1097 0.105
C -5.1772 -1.7584 -6.2187 0.034
C -4.5006 -1.2067 -5.2104 0.035
C -5.1972 -0.6775 -4.0196 -0.362
O -4.5793 -0.1744 -3.0969 0.068
H -7.1653 -0.3880 -3.1086 0.122
H -8.4277 -1.4180 -4.9900 0.123
H -4.6831 -2.1519 -7.0983 0.124
H -3.4191 -1.1224 -5.2167 0.082
C 0.6048 0.8669 -5.3835 0.032
C -0.2802 -0.0585 -5.0115 0.031
C -0.8736 -0.9896 -5.9934 -0.367
O -1.6843 -1.8344 -5.6532 0.071
C -0.4480 -0.8577 -7.4030 0.024
C 0.4370 0.0676 -7.7753 0.023
C 1.0311 0.9997 -6.7928 -0.386
O 1.8401 1.8429 -7.1316 0.106
H 1.0488 1.5575 -4.6774 0.124
H -0.6020 -0.1691 -3.9831 0.099
H -0.8925 -1.5489 -8.1084 0.122
H 0.7591 0.1785 -8.8034 0.123
C 2.8549 5.6336 3.6659 -0.004
C 3.8019 6.5409 3.9076 0.025
C 4.1773 7.5468 2.8912 -0.387
O 5.0422 8.3734 3.1100 0.108
C 3.4613 7.5088 1.5981 0.024
C 2.5143 6.6014 1.3566 0.025
C 2.1390 5.5958 2.3729 -0.383
O 1.2733 4.7687 2.1540 0.074
H 2.5682 4.8897 4.3983 0.073
H 4.3351 6.5829 4.8494 0.124
H 3.7482 8.2529 0.8657 0.123
H 1.9809 6.5594 0.4150 0.124



Entry 2:
79
Properties=species:S:1:pos:R:3:lowdin_charge:R:1 method="wB97M-V/def2-TZVPD" e_tot_ev=-68662.918
Os 0.4301 -0.0512 1.7761 1.279
C -0.0053 -1.0068 -3.9685 -0.042
C -1.0346 -2.1374 -3.8781 -0.545
C -2.0353 -1.9499 -5.0267 -0.056
C -0.3225 -3.4867 -4.0462 -0.034
C -1.7499 -2.1403 -2.5269 -0.150
C -2.9923 -2.7823 -2.3941 -0.022
C -3.6466 -2.8365 -1.1823 -0.073
C -3.0490 -2.2331 -0.0846 -0.458
S -3.6686 -2.1411 1.5292 1.157
C -2.2603 -1.2634 1.9878 -0.526
N -1.3843 -1.0320 1.0401 -0.016
C -1.8125 -1.5901 -0.1762 -0.236
C -1.1671 -1.5632 -1.4113 0.048
C -2.0300 -0.7735 3.3268 -0.253
C -2.9030 -0.9746 4.3961 -0.044
C -2.5871 -0.4384 5.6275 -0.079
C -1.4156 0.2989 5.7789 -0.072
C -0.5604 0.5001 4.7079 -0.099
C -0.8404 -0.0557 3.4587 -0.240
H 0.4549 -1.0136 -4.9581 0.090
H 0.7966 -1.1188 -3.2378 0.057
H -0.4650 -0.0299 -3.8102 0.090
H -1.4914 -1.8154 -5.9631 0.085
H -2.6588 -1.0684 -4.8677 0.094
H -2.6880 -2.8132 -5.1564 0.072
H 0.2421 -3.5037 -4.9812 0.088
H -1.0419 -4.3074 -4.0669 0.086
H 0.3678 -3.6673 -3.2208 0.076
H -3.4545 -3.2468 -3.2532 0.108
H -4.6026 -3.3339 -1.0865 0.111
H -0.2063 -1.0852 -1.4813 0.073
H -3.8154 -1.5454 4.2676 0.097
H -3.2500 -0.5843 6.4698 0.103
H -1.1767 0.7263 6.7449 0.104
H 0.3342 1.0939 4.8534 0.072
I 2.6432 1.0063 2.7545 1.258
C 1.8915 2.9591 2.6668 -0.565
C 2.6667 4.0103 3.0515 -0.146
C 2.1184 5.3064 2.9966 -0.079
C 0.8341 5.4820 2.5751 -0.031
C 0.0266 4.3885 2.1783 -0.160
C -1.3020 4.5924 1.7441 -0.036
C -2.0608 3.5266 1.3628 -0.066
C -1.5284 2.2271 1.3913 -0.121
C -0.2338 1.9408 1.7742 -0.297
C 0.5548 3.0650 2.2066 -0.223
H 3.6829 3.8628 3.3914 0.097
H 2.7234 6.1530 3.2913 0.105
H 0.4045 6.4756 2.5357 0.114
H -1.7017 5.5986 1.7312 0.111
H -3.0837 3.6749 1.0388 0.107
H -2.1759 1.4133 1.0862 0.092
F 0.9407 -1.8533 2.3617 -0.481
C 3.7770 -4.5580 0.0000 -0.096
C 3.6493 -3.6507 1.0407 -0.076
C 3.1062 -2.3949 0.8176 -0.071
C 2.6715 -2.0172 -0.4503 -0.215
C 2.8402 -2.9330 -1.4952 -0.052
C 3.3728 -4.1917 -1.2762 -0.089
C 2.1118 -0.6982 -0.8047 -0.133
C 1.2491 0.1509 -0.2124 -0.298
C 1.0184 1.3992 -0.9948 -0.276
C 2.0987 2.2240 -1.3179 -0.044
C 1.9193 3.3899 -2.0486 -0.083
C 0.6528 3.7519 -2.4817 -0.096
C -0.4296 2.9412 -2.1692 -0.081
C -0.2502 1.7874 -1.4242 -0.073
H 4.1973 -5.5391 0.1803 0.098
H 3.9722 -3.9215 2.0378 0.105
H 3.0153 -1.7091 1.6460 0.034
H 2.5484 -2.6435 -2.4981 0.098
H 3.4810 -4.8826 -2.1030 0.100
H 2.4539 -0.3790 -1.7928 0.114
H 3.0882 1.9464 -0.9747 0.112
H 2.7722 4.0160 -2.2776 0.100
H 0.5078 4.6607 -3.0512 0.097
H -1.4250 3.2156 -2.4967 0.103
H -1.1090 1.1765 -1.1780 0.099



Entry 3:
87
Properties=species:S:1:pos:R:3:lowdin_charge:R:1 method="wB97M-V/def2-TZVPD" charge=-2 relative_energy_ev=0.075
Sc -0.6315 0.7467 1.1712 0.884
C 2.1370 3.8291 2.3435 -0.063
O 3.3686 3.2763 1.8586 -0.098
C 3.5756 1.9256 1.9305 -0.238
C 4.8883 1.5204 2.0210 -0.037
C 5.2372 0.1650 2.0242 -0.122
C 4.2329 -0.7766 1.9718 -0.082
C 2.8880 -0.3938 1.8797 -0.152
C 1.8696 -1.4325 1.9066 -0.110
N 0.6235 -1.2256 1.7518 -0.041
N -0.1860 -2.3430 1.8786 0.077
C -1.4016 -1.9351 2.1286 -0.493
O -1.7615 -0.7252 2.3279 -0.143
C -2.4463 -3.0049 2.2151 -0.139
C -3.6780 -2.6872 2.7735 -0.033
C -4.6834 -3.6415 2.8585 -0.098
C -4.4647 -4.9266 2.3761 -0.122
C -3.2343 -5.2466 1.8115 -0.101
C -2.2287 -4.2919 1.7324 -0.029
C 2.5230 0.9755 1.8094 -0.311
O 1.3091 1.3564 1.6329 -0.205
H 2.3307 4.8950 2.4596 0.081
H 1.3124 3.6694 1.6573 0.073
H 1.8623 3.4020 3.3096 0.097
H 5.6499 2.2912 2.0681 0.108
H 6.2777 -0.1317 2.0697 0.081
H 4.4697 -1.8370 1.9970 0.097
H 2.1984 -2.4534 2.1078 0.118
H -3.8219 -1.6742 3.1295 0.101
H -5.6413 -3.3828 3.2959 0.090
H -5.2492 -5.6725 2.4351 0.084
H -3.0616 -6.2431 1.4216 0.089
H -1.2696 -4.5159 1.2828 0.104
C 5.6050 1.2650 -2.2966 -0.117
C 5.1803 -0.0052 -2.6564 -0.107
C 3.8829 -0.4235 -2.3685 -0.093
C 2.9876 0.4209 -1.7161 -0.319
C 3.4346 1.6971 -1.3546 -0.087
C 4.7220 2.1178 -1.6420 -0.087
P 1.2272 0.0446 -1.2355 1.149
C 1.0209 -1.6253 -1.9811 -0.344
C 0.0769 -1.9580 -2.9485 -0.096
C -0.0764 -3.2745 -3.3699 -0.094
C 0.7070 -4.2841 -2.8281 -0.116
C 1.6386 -3.9698 -1.8465 -0.099
C 1.7820 -2.6563 -1.4242 -0.119
C 0.4463 1.1914 -2.4560 -0.293
C 0.8188 1.1226 -3.7759 -0.114
C 0.3038 2.0163 -4.7344 -0.102
C -0.5612 2.9945 -4.3366 -0.066
C -0.9422 3.1249 -2.9794 -0.182
C -1.7859 4.1940 -2.5856 -0.085
C -2.0830 4.3592 -1.2667 -0.108
C -1.5931 3.4452 -0.3056 -0.167
C -0.8187 2.3440 -0.6005 -0.137
C -0.4540 2.2087 -1.9926 -0.179
H 6.6172 1.5863 -2.5155 0.086
H 5.8609 -0.6808 -3.1641 0.088
H 3.5693 -1.4161 -2.6677 0.088
H 2.7538 2.3655 -0.8334 0.114
H 5.0436 3.1067 -1.3350 0.101
H -0.5687 -1.1905 -3.3531 0.098
H -0.8308 -3.5125 -4.1116 0.094
H 0.5779 -5.3108 -3.1517 0.086
H 2.2399 -4.7506 -1.3942 0.093
H 2.4967 -2.4203 -0.6431 0.098
H 1.5355 0.3700 -4.0896 0.101
H 0.6111 1.9353 -5.7715 0.087
H -0.9564 3.7091 -5.0540 0.096
H -2.1632 4.8750 -3.3422 0.090
H -2.7172 5.1819 -0.9496 0.088
H -1.8806 3.6205 0.7266 0.062
O -3.1981 -1.4095 -0.3876 -0.080
N -2.1898 -1.2009 -1.0251 -0.152
O -1.2766 -0.4829 -0.4615 -0.313
S -2.2106 3.7271 4.8506 0.362
C -1.5546 2.7897 3.6740 -0.954
N -1.0879 2.1251 2.8381 0.004
C -6.1431 0.2781 2.4533 -0.094
C -5.4608 0.1421 1.0914 -0.211
C -4.1617 0.8106 1.0588 -0.156
N -3.1311 1.3042 1.1000 0.201
H -7.1225 -0.2019 2.4277 0.067
H -6.2729 1.3258 2.7249 0.076
H -5.5440 -0.1955 3.2310 0.066
H -6.0799 0.5613 0.2967 0.113
H -5.2690 -0.9029 0.8417 0.099



Entry 4:
81
Properties=species:S:1:pos:R:3:lowdin_charge:R:1 method="wB97M-V/def2-TZVPD" e_tot_ev=-88620.864 s2=2.03 spin_multiplicity=3 charge=+4
W 0.5320 0.0072 -0.1883 0.960
O 1.4601 3.0316 -1.5805 -0.354
S 0.5228 2.3763 -0.6893 0.807
C 1.0452 2.5258 1.0427 -0.363
C 0.3787 3.3142 1.9732 -0.017
C 0.9494 3.4999 3.2265 0.022
C 2.1677 2.9052 3.5501 0.028
C 2.8321 2.0944 2.6315 -0.012
C 2.2752 1.9052 1.3745 -0.343
P 2.8644 0.7732 0.1118 1.093
C 4.3499 0.9665 -0.8001 -0.349
C 4.5213 1.9946 -1.7346 -0.043
C 5.7574 2.1349 -2.3358 -0.009
C 6.8035 1.2741 -2.0109 0.015
C 6.6277 0.2586 -1.0740 -0.019
C 5.4025 0.0919 -0.4585 -0.074
C 2.5170 -0.9419 0.5745 -0.381
C 2.5562 -1.8014 -0.5077 -0.048
C 1.7926 -3.0725 -0.5670 -0.147
C 0.7185 -3.2616 0.5172 -0.140
C 0.4621 -2.0515 1.3675 -0.038
C 1.4660 -1.1352 1.5781 -0.169
C -1.0690 3.1334 -0.7430 -0.389
C -1.1707 4.4455 -1.1704 -0.010
C -2.4343 5.0278 -1.1751 0.017
C -3.5449 4.3015 -0.7578 0.016
C -3.4208 2.9774 -0.3419 -0.025
C -2.1707 2.3733 -0.3400 -0.349
P -1.9459 0.6450 0.1522 1.004
C -2.5219 0.4032 1.8352 -0.368
C -1.6205 0.5103 2.9000 -0.120
C -2.0725 0.4069 4.2050 -0.040
C -3.4259 0.2003 4.4520 -0.010
C -4.3254 0.0999 3.3978 -0.015
C -3.8806 0.1995 2.0879 -0.068
C -2.9045 -0.4011 -0.9442 -0.407
C -3.1813 0.0085 -2.2459 -0.071
C -3.7854 -0.8781 -3.1290 -0.016
C -4.0949 -2.1678 -2.7196 -0.011
C -3.8193 -2.5771 -1.4156 -0.045
C -3.2205 -1.6997 -0.5241 -0.136
H -0.5491 3.8109 1.7177 0.135
H 0.4509 4.1324 3.9500 0.144
H 2.6125 3.0810 4.5216 0.144
H 3.7800 1.6384 2.8918 0.140
H 3.7120 2.6645 -1.9891 0.098
H 5.9086 2.9216 -3.0623 0.136
H 7.7663 1.3980 -2.4892 0.139
H 7.4499 -0.3946 -0.8145 0.134
H 5.2757 -0.6788 0.2919 0.113
H 3.1629 -1.5508 -1.3739 0.146
H 2.4470 -3.9360 -0.6995 0.191
H 0.8573 -4.1295 1.1653 0.188
H -0.3727 -2.0751 2.0622 0.138
H 1.4183 -0.4712 2.4354 0.129
H -0.2958 4.9926 -1.4994 0.138
H -2.5458 6.0511 -1.5081 0.142
H -4.5229 4.7649 -0.7668 0.140
H -4.2995 2.4222 -0.0367 0.130
H -0.5688 0.7012 2.7057 0.066
H -1.3813 0.4894 5.0336 0.123
H -3.7798 0.1177 5.4711 0.134
H -5.3773 -0.0562 3.5964 0.133
H -4.5881 0.1133 1.2720 0.119
H -2.9460 1.0151 -2.5705 0.119
H -4.0254 -0.5554 -4.1335 0.133
H -4.5807 -2.8487 -3.4062 0.133
H -4.1194 -3.5649 -1.0877 0.126
H -3.0708 -1.9905 0.5123 0.111
S 0.2196 -1.3227 -2.0762 0.793
C 0.6341 -3.0487 -1.6335 -0.580
N -0.3268 -3.5689 -0.5452 0.027
C -0.6820 -5.0049 -0.6095 -0.003
C -0.4031 -5.7157 -1.6878 0.019
C 0.2321 -5.1259 -2.8744 0.006
C 0.7044 -3.8841 -2.8619 -0.058
H -1.1891 -3.0042 -0.4952 0.133
H -1.1894 -5.3642 0.2756 0.149
H -0.6750 -6.7635 -1.7009 0.146
H 0.3004 -5.7254 -3.7725 0.142
H 1.1639 -3.4321 -3.7322 0.132